1.
C29H37I2N4O3RuSiTe | the ωB97M-V functional and the def2-TZVPD basis

## Properties
Gap between HOMO and LUMO (alpha / beta) ... 7.47 / 6.25 eV
HOMO level (alpha / beta) ... -7.266 / -7.844 eV
LUMO (alpha / beta) ... 0.2 / -1.6 eV
Largest force on an atom ... 0.2 eV Å⁻¹
Energy ... -2819.64957 a.u.
Spin multiplicity ... 6
Total charge ... 0

Atoms and positions in Å:
Ru 0.294 -0.320 0.105
I 1.946 2.102 4.707
C 0.281 0.929 4.306
C -0.627 0.633 5.292
C -1.763 -0.155 5.015
I -3.052 -0.529 6.617
C -2.009 -0.653 3.756
C -3.154 -1.457 3.361
C -3.287 -1.904 2.114
C -2.272 -1.619 1.059
N -1.212 -0.735 1.469
C -1.070 -0.347 2.728
C 0.111 0.452 2.983
O 0.917 0.691 2.026
H -0.474 1.009 6.293
H -3.909 -1.678 4.104
H -4.143 -2.496 1.817
H -2.729 -1.198 0.154
C 1.395 -3.310 2.320
C 2.339 -2.785 1.286
C 3.588 -3.337 1.043
C 4.387 -2.770 0.053
C 3.953 -1.682 -0.677
C 2.679 -1.176 -0.392
N 1.923 -1.742 0.572
N 1.998 -0.142 -0.984
Si 2.731 1.132 -1.931
C 1.484 2.496 -2.159
C 4.221 1.803 -1.019
C 3.250 0.480 -3.615
H 1.877 -4.048 2.958
H 0.527 -3.761 1.836
H 1.024 -2.490 2.937
H 3.931 -4.182 1.623
H 5.366 -3.188 -0.148
H 4.564 -1.243 -1.452
H 1.065 2.817 -1.203
H 0.654 2.196 -2.800
H 1.980 3.355 -2.619
H 3.912 2.225 -0.060
H 4.708 2.592 -1.596
H 4.965 1.031 -0.815
H 2.464 -0.139 -4.055
H 4.165 -0.114 -3.580
H 3.430 1.317 -4.295
O -0.731 -2.640 -0.303
O -1.700 -2.884 0.695
C -2.586 3.907 2.238
N -2.379 3.539 0.848
C -1.329 4.356 0.263
C -2.037 2.125 0.762
C -2.026 1.593 -0.655
C -2.972 2.081 -1.556
C -3.018 1.629 -2.865
C -2.098 0.682 -3.295
C -1.156 0.198 -2.400
C -1.099 0.625 -1.067
H -2.858 4.961 2.306
H -1.686 3.742 2.855
H -3.399 3.314 2.661
H -1.591 5.410 0.354
H -1.211 4.121 -0.795
H -0.357 4.197 0.763
H -2.779 1.571 1.348
H -1.057 1.945 1.224
H -3.665 2.838 -1.212
H -3.760 2.021 -3.549
H -2.107 0.337 -4.322
H -0.415 -0.514 -2.757
C 0.736 -3.135 -2.518
Te -1.323 -3.558 -2.289
C -1.712 -2.912 -4.306
H 1.057 -3.505 -3.489
H 1.279 -3.628 -1.717
H 0.885 -2.055 -2.451
H -1.222 -1.957 -4.476
H -2.786 -2.801 -4.435
H -1.325 -3.662 -4.996


2.
C29H37IN2P2PtSi | the ωB97M-V functional and the def2-TZVPD basis

## Properties
Gap between HOMO and LUMO ... 5.41 eV
HOMO level ... -13.250 eV
LUMO ... -7.8 eV
Largest force on an atom ... 1.7 eV Å⁻¹
Energy ... -2625.49545 a.u.
Total charge ... +2

Atoms and positions in Å:
Pt 0.575 0.300 -0.225
C -0.595 3.706 2.124
C -1.237 2.359 2.270
C -2.332 2.184 3.113
C -2.802 0.896 3.347
C -2.134 -0.186 2.810
C -1.022 0.055 1.989
N -0.654 1.316 1.674
N -0.236 -0.907 1.454
Si 0.613 -2.157 2.360
C -0.443 -3.638 2.883
C 1.201 -1.290 3.937
C 1.977 -2.732 1.185
H -0.122 3.968 3.073
H -1.326 4.489 1.919
H 0.182 3.698 1.361
H -2.768 3.041 3.608
H -3.677 0.740 3.965
H -2.458 -1.203 2.980
H -1.429 -3.361 3.257
H 0.086 -4.139 3.696
H -0.561 -4.361 2.076
H 0.353 -1.054 4.582
H 1.729 -0.362 3.721
H 1.876 -1.945 4.489
H 1.716 -3.670 0.691
H 2.899 -2.912 1.740
H 2.192 -1.994 0.407
I 2.613 1.423 1.462
C 4.044 0.734 0.067
C 5.367 0.838 0.387
C 6.334 0.488 -0.570
C 5.939 0.096 -1.818
C 4.571 -0.028 -2.151
C 4.180 -0.400 -3.456
C 2.859 -0.493 -3.790
C 1.879 -0.281 -2.807
C 2.210 0.081 -1.524
C 3.572 0.261 -1.172
H 5.679 1.197 1.358
H 7.384 0.550 -0.320
H 6.667 -0.118 -2.589
H 4.950 -0.602 -4.189
H 2.564 -0.748 -4.798
H 0.841 -0.418 -3.075
C -0.939 1.869 -3.196
P -1.008 1.816 -1.370
C -1.183 3.589 -1.015
C -2.599 1.016 -1.022
C -3.765 1.744 -0.814
C -4.968 1.087 -0.600
C -5.008 -0.298 -0.562
C -3.846 -1.031 -0.755
C -2.640 -0.382 -0.992
P -1.112 -1.338 -1.240
C -1.167 -1.891 -2.984
C -1.386 -2.918 -0.381
H -1.669 2.596 -3.549
H -1.166 0.901 -3.632
H 0.055 2.184 -3.516
H -1.981 4.000 -1.634
H -0.252 4.079 -1.304
H -1.380 3.782 0.034
H -3.746 2.825 -0.816
H -5.875 1.659 -0.462
H -5.939 -0.813 -0.367
H -3.885 -2.111 -0.707
H -2.124 -2.382 -3.159
H -0.360 -2.611 -3.136
H -1.046 -1.082 -3.699
H -2.078 -3.544 -0.943
H -1.763 -2.739 0.622
H -0.426 -3.430 -0.303


- What is the energy in the second record?
  -2625.49545 a.u.


Please write out number 1 again, unchanged.
C29H37I2N4O3RuSiTe | the ωB97M-V functional and the def2-TZVPD basis

## Properties
Gap between HOMO and LUMO (alpha / beta) ... 7.47 / 6.25 eV
HOMO level (alpha / beta) ... -7.266 / -7.844 eV
LUMO (alpha / beta) ... 0.2 / -1.6 eV
Largest force on an atom ... 0.2 eV Å⁻¹
Energy ... -2819.64957 a.u.
Spin multiplicity ... 6
Total charge ... 0

Atoms and positions in Å:
Ru 0.294 -0.320 0.105
I 1.946 2.102 4.707
C 0.281 0.929 4.306
C -0.627 0.633 5.292
C -1.763 -0.155 5.015
I -3.052 -0.529 6.617
C -2.009 -0.653 3.756
C -3.154 -1.457 3.361
C -3.287 -1.904 2.114
C -2.272 -1.619 1.059
N -1.212 -0.735 1.469
C -1.070 -0.347 2.728
C 0.111 0.452 2.983
O 0.917 0.691 2.026
H -0.474 1.009 6.293
H -3.909 -1.678 4.104
H -4.143 -2.496 1.817
H -2.729 -1.198 0.154
C 1.395 -3.310 2.320
C 2.339 -2.785 1.286
C 3.588 -3.337 1.043
C 4.387 -2.770 0.053
C 3.953 -1.682 -0.677
C 2.679 -1.176 -0.392
N 1.923 -1.742 0.572
N 1.998 -0.142 -0.984
Si 2.731 1.132 -1.931
C 1.484 2.496 -2.159
C 4.221 1.803 -1.019
C 3.250 0.480 -3.615
H 1.877 -4.048 2.958
H 0.527 -3.761 1.836
H 1.024 -2.490 2.937
H 3.931 -4.182 1.623
H 5.366 -3.188 -0.148
H 4.564 -1.243 -1.452
H 1.065 2.817 -1.203
H 0.654 2.196 -2.800
H 1.980 3.355 -2.619
H 3.912 2.225 -0.060
H 4.708 2.592 -1.596
H 4.965 1.031 -0.815
H 2.464 -0.139 -4.055
H 4.165 -0.114 -3.580
H 3.430 1.317 -4.295
O -0.731 -2.640 -0.303
O -1.700 -2.884 0.695
C -2.586 3.907 2.238
N -2.379 3.539 0.848
C -1.329 4.356 0.263
C -2.037 2.125 0.762
C -2.026 1.593 -0.655
C -2.972 2.081 -1.556
C -3.018 1.629 -2.865
C -2.098 0.682 -3.295
C -1.156 0.198 -2.400
C -1.099 0.625 -1.067
H -2.858 4.961 2.306
H -1.686 3.742 2.855
H -3.399 3.314 2.661
H -1.591 5.410 0.354
H -1.211 4.121 -0.795
H -0.357 4.197 0.763
H -2.779 1.571 1.348
H -1.057 1.945 1.224
H -3.665 2.838 -1.212
H -3.760 2.021 -3.549
H -2.107 0.337 -4.322
H -0.415 -0.514 -2.757
C 0.736 -3.135 -2.518
Te -1.323 -3.558 -2.289
C -1.712 -2.912 -4.306
H 1.057 -3.505 -3.489
H 1.279 -3.628 -1.717
H 0.885 -2.055 -2.451
H -1.222 -1.957 -4.476
H -2.786 -2.801 -4.435
H -1.325 -3.662 -4.996


- Which value of largest force on an atom does entry 2 give?
  1.7 eV Å⁻¹